[1]
ORCA calculation (the ωB97M-V functional and the def2-TZVPD basis) on C27H37N4RhS2 as an isolated structure.

CARTESIAN COORDINATES (ANGSTROEM)
Rh1 0.89485 0.61276 0.05637
C1 -1.39265 0.98399 2.12563
N1 -0.10342 1.64677 1.88470
C2 0.62253 1.67375 3.16551
C3 -0.29288 3.04097 1.43366
C4 -0.62297 3.14633 -0.03873
N2 0.42080 2.55983 -0.89856
C5 -0.09453 2.45991 -2.27378
C6 1.60529 3.44070 -0.93022
H1 -1.97128 1.52605 2.88454
H2 -1.20344 -0.03428 2.45952
H3 -1.96890 0.92882 1.20719
H4 0.04579 2.25238 3.89779
H5 1.60374 2.11802 3.02983
H6 0.74499 0.65683 3.53352
H7 0.62085 3.59062 1.66176
H8 -1.10259 3.51103 2.00741
H9 -0.78320 4.19672 -0.31644
H10 -1.55570 2.61963 -0.23618
H11 -0.37019 3.45419 -2.64450
H12 -0.97016 1.81235 -2.29440
H13 0.67319 2.03613 -2.91797
H14 1.30914 4.45799 -1.21395
H15 2.30616 3.05448 -1.66766
H16 2.10042 3.45954 0.03564
S1 1.10944 -1.31907 1.22864
C7 2.46720 -1.06268 2.31586
C8 2.75263 -1.98506 3.32033
C9 3.81831 -1.77875 4.18217
C10 4.61062 -0.64475 4.04731
C11 4.33127 0.27633 3.04983
C12 3.26423 0.07043 2.17942
S2 2.93422 1.23485 0.90298
H17 2.13008 -2.86626 3.42177
H18 4.02778 -2.50140 4.96027
H19 5.44127 -0.47493 4.71999
H20 4.93996 1.16639 2.94036
C13 -3.89857 0.76252 -2.29856
C14 -3.26871 0.70404 -0.90733
C15 -3.09649 -0.71175 -0.42537
C16 -4.19053 -1.40119 0.07659
C17 -4.09640 -2.74705 0.38797
C18 -2.90620 -3.41069 0.15688
C19 -1.78312 -2.75836 -0.34897
C20 -0.55659 -3.60566 -0.61175
C21 -0.75125 -4.56972 -1.78242
C22 -1.87679 -1.37758 -0.59839
N3 -0.73530 -0.63657 -1.04939
C23 -0.25414 -0.99133 -2.19756
C24 1.02835 -0.56799 -2.59275
C25 1.75624 -0.71027 -3.77565
C26 2.99623 -0.12361 -3.53314
C27 2.98030 0.33447 -2.21009
N4 1.79341 0.06948 -1.64517
H21 -3.94457 1.78754 -2.67089
H22 -4.91247 0.36083 -2.28549
H23 -3.31837 0.16747 -3.00684
H24 -3.87851 1.27079 -0.19826
H25 -2.28523 1.16877 -0.94720
H26 -5.12897 -0.87421 0.20914
H27 -4.95070 -3.27903 0.78598
H28 -2.83168 -4.47003 0.37504
H29 -0.34660 -4.17812 0.29475
H30 0.32366 -2.99159 -0.77517
H31 -1.61776 -5.21461 -1.62734
H32 0.12584 -5.20585 -1.90555
H33 -0.90900 -4.03401 -2.72092
H34 -0.82663 -1.65282 -2.84734
H35 1.41347 -1.18490 -4.68155
H36 3.83157 -0.05348 -4.21046
H37 3.77265 0.80392 -1.65245

Its multiplicity is 1. The calculated total energy comes out at -2177.05543 Eh. The calculation puts the HOMO-LUMO gap at 0.2654 Ha.

---

[2]
ORCA calculation (the ωB97M-V functional and the def2-TZVPD basis) on C19H24IrNO4S3 as an isolated structure.

CARTESIAN COORDINATES (ANGSTROEM)
Ir1 -0.42910 -0.13664 -0.00556
O1 1.76307 1.01108 -3.47866
C1 1.31080 0.74012 -2.38563
O2 0.07641 0.73166 -2.03264
C2 2.27160 0.43574 -1.24415
C3 3.64684 0.38326 -1.36089
C4 4.39542 0.17866 -0.20810
C5 3.75931 0.07654 1.02315
C6 2.37894 0.12575 1.05413
N1 1.68351 0.28637 -0.06493
C7 1.54250 0.06958 2.32987
O3 2.11172 0.09615 3.40099
O4 0.27638 0.04651 2.11691
H1 4.09323 0.50442 -2.33703
H2 5.47388 0.11832 -0.26968
H3 4.29699 -0.03642 1.95311
C8 -3.53876 1.43533 -1.39080
C9 -4.12930 0.97816 -0.05644
S1 -2.97263 0.07221 1.03800
C10 -2.48081 1.29607 2.28778
C11 -2.00900 2.63228 1.76293
S2 -0.45352 2.49875 0.82106
C12 -0.68296 3.77880 -0.46246
C13 -1.45575 3.35279 -1.69948
S3 -3.25671 3.23775 -1.45466
H4 -4.23048 1.20556 -2.19910
H5 -2.59287 0.93291 -1.59172
H6 -4.93621 0.26599 -0.22514
H7 -4.53065 1.81660 0.51114
H8 -1.68191 0.78852 2.83128
H9 -3.33392 1.44435 2.95147
H10 -1.80782 3.27510 2.62112
H11 -2.73950 3.10974 1.11357
H12 0.33619 4.03112 -0.76168
H13 -1.12846 4.64977 0.01813
H14 -1.10466 2.38868 -2.05792
H15 -1.30853 4.09098 -2.48821
C14 -1.53079 -5.50430 -0.70756
C15 -0.34550 -4.71022 -0.14477
C16 -0.12773 -5.07522 1.33184
C17 0.92008 -5.00212 -0.96293
C18 -0.61934 -3.27062 -0.21572
C19 -0.83715 -2.07768 -0.26654
H16 -1.30744 -6.57222 -0.66926
H17 -1.72804 -5.22311 -1.74182
H18 -2.42960 -5.31431 -0.12109
H19 0.17013 -6.12211 1.42229
H20 -1.04928 -4.92653 1.89484
H21 0.64480 -4.44786 1.77579
H22 1.17498 -6.06133 -0.89135
H23 1.75938 -4.41134 -0.59531
H24 0.75965 -4.75104 -2.01150

Its multiplicity is 1. The calculated total energy comes out at -2392.95505 Eh. The calculation puts the HOMO-LUMO gap at 0.2701 Ha.

---

[3]
ORCA calculation (the ωB97M-V functional and the def2-TZVPD basis) on a 3-piece molecular cluster, C36H47BN2O12S2 overall.

CARTESIAN COORDINATES (ANGSTROEM)
C1 -1.68846 -2.42037 -2.88319
C2 -1.47087 -0.91669 -3.42402
C3 -2.04496 0.07955 -2.27120
C4 -1.01233 1.21181 -1.81639
C5 -1.51619 2.71245 -1.80720
C6 -0.58016 3.87217 -1.33023
C7 0.86576 3.50032 -0.86637
C8 1.80478 4.68412 -0.33370
C9 2.05655 4.54386 1.24836
C10 0.72433 4.40141 2.13923
S1 0.30682 5.90535 3.15382
O1 -0.45035 5.38835 4.37476
O2 1.51078 6.71702 3.54849
O3 -0.81545 6.78813 2.21730
C11 1.43497 2.04858 -0.85761
C12 0.44179 0.91081 -1.34822
S2 1.15227 -0.82100 -1.27560
C13 2.21529 -0.72301 0.26702
C14 2.39026 -1.89327 1.27893
C15 3.28965 -1.63427 2.55273
C16 3.54426 -2.78746 3.67298
C17 2.18490 -2.80340 4.58815
C18 1.28795 -4.03665 4.04439
N1 -0.11665 -3.54925 3.81261
C19 3.99115 -0.25596 2.83265
C20 3.84122 0.91312 1.81125
C21 2.94070 0.66261 0.53200
N2 2.82453 1.80942 -0.40656
B1 3.78028 1.64789 -1.57045
O4 4.12306 2.68995 -2.50332
O5 4.40932 0.34268 -1.77654
O6 -2.19522 -0.59476 -4.64167
C22 -2.00199 -1.58706 -5.68048
C23 -0.47735 -1.98355 -5.96227
C24 0.70238 -0.99750 -6.21121
C25 2.15975 -1.56276 -6.46748
C26 2.46887 -3.10644 -6.46260
C27 1.29807 -4.10828 -6.17195
C28 -0.12604 -3.52066 -5.94790
H1 -2.71685 -2.82767 -3.18807
H2 -1.56394 -2.43744 -1.73026
H3 -0.82667 -3.07901 -3.28809
H4 -0.37769 -0.61724 -3.58691
H5 -2.96340 0.61921 -2.72551
H6 -2.46502 -0.50938 -1.36447
H7 -2.60384 2.94479 -2.12455
H8 -0.89205 4.97892 -1.26820
H9 1.45040 5.73442 -0.66302
H10 2.83978 4.54481 -0.84244
H11 2.68681 5.43468 1.64152
H12 2.70001 3.60070 1.45407
H13 0.91036 3.53500 2.88684
H14 -0.22182 4.11717 1.56033
H15 -1.22231 6.12567 1.59384
H16 1.87107 -2.90046 1.13005
H17 4.44052 -2.48930 4.33796
H18 3.77365 -3.80221 3.19899
H19 1.61376 -1.80195 4.46244
H20 2.49514 -2.92125 5.68539
H21 1.69076 -4.37205 3.00501
H22 1.37161 -4.94703 4.74060
H23 -0.72144 -4.36899 3.99241
H24 -0.18341 -3.36671 2.78687
H25 4.62655 -0.06098 3.77443
H26 4.32881 1.94961 1.96765
H27 3.43447 3.40272 -2.52016
H28 3.93525 -0.09647 -2.53185
H29 -2.67421 -2.50705 -5.45481
H30 -2.44992 -1.12735 -6.64896
H31 0.51916 0.13909 -6.20122
H32 3.04489 -0.85105 -6.67121
H33 3.50005 -3.56123 -6.65278
H34 1.43498 -5.25236 -6.11781
H35 -0.98170 -4.26025 -5.73154
C29 -0.59261 -2.67311 8.78388
C30 -0.57359 -4.15066 8.45754
C31 0.67497 -4.85130 8.90401
O7 0.74763 -5.94368 7.99626
C32 0.12297 -5.53900 6.85395
O8 0.16256 -6.13275 5.81077
O9 -0.55016 -4.36971 7.05031
H36 -1.55903 -2.23989 8.51151
H37 -0.42609 -2.50110 9.84978
H38 0.16511 -2.13055 8.21124
H39 -1.46991 -4.63639 8.85906
H40 0.60644 -5.20603 9.93407
H41 1.58042 -4.24610 8.79266
C33 -5.03552 4.53880 -5.50587
C34 -5.06030 3.34694 -4.57369
C35 -6.36142 2.60065 -4.58355
O10 -6.37815 2.00735 -3.29147
C36 -5.64255 2.82136 -2.48160
O11 -5.60147 2.73250 -1.28682
O12 -4.96014 3.75321 -3.21119
H42 -4.03794 4.98694 -5.51749
H43 -5.29450 4.24830 -6.52657
H44 -5.72448 5.31933 -5.17038
H45 -4.21620 2.68230 -4.78997
H46 -6.39558 1.83631 -5.36215
H47 -7.23786 3.24965 -4.67936

Its multiplicity is 1. The calculated total energy comes out at -3233.16233 Eh. Its structure (SMILES) is C[C@H](Cc1ccc(CCCS(=O)(=O)O)c2c1Sc1cc(CCCN)ccc1N2B(O)O)OCc1ccccc1.C[C@@H]1COC(=O)O1.C[C@@H]1COC(=O)O1. The calculation puts the HOMO-LUMO gap at 0.2993 Ha.

---

[4]
ORCA calculation (the ωB97M-V functional and the def2-TZVPD basis) on a 16-piece molecular cluster, C8H48O16 overall.

CARTESIAN COORDINATES (ANGSTROEM)
O1 -4.29742 -1.26533 2.28628
H1 -4.30497 -2.20530 2.46693
H2 -3.37397 -1.01858 2.33716
O2 -0.81371 -5.72631 -0.07489
H3 -0.18751 -5.41686 0.57959
H4 -0.30281 -6.30457 -0.64129
O3 6.10831 0.35437 -1.88394
H5 7.02974 0.13875 -2.02785
H6 5.71777 0.33395 -2.75761
O4 2.21107 -1.39328 5.78609
H7 2.93335 -0.80680 5.56118
H8 2.31673 -1.55562 6.72348
O5 -2.46782 -0.53318 -3.67152
H9 -2.68454 0.37658 -3.46758
H10 -3.12629 -0.79862 -4.31353
O6 -1.43495 6.23489 -0.72425
H11 -0.85902 6.92909 -0.40393
H12 -0.85786 5.65392 -1.21991
O7 1.54502 -4.87849 3.53131
H13 1.77601 -4.07769 4.00206
H14 2.34473 -5.40431 3.54540
O8 5.11490 -1.99495 1.57425
H15 4.91837 -1.15659 1.99232
H16 5.33425 -1.76704 0.67084
O9 -3.70625 2.83676 -2.69952
H17 -2.79067 3.10094 -2.60923
H18 -3.98339 2.62321 -1.80855
O10 -4.76797 -3.28376 -2.77683
H19 -4.75002 -3.54359 -3.69791
H20 -3.90685 -2.89634 -2.61993
O11 -0.52275 3.47862 1.98928
H21 -0.96398 3.57158 1.14494
H22 -0.29670 2.54994 2.04099
O12 -4.69585 2.39207 1.06233
H23 -4.93486 2.70256 1.93566
H24 -4.77721 1.43982 1.11557
C1 -3.38074 0.21295 8.09473
C2 -2.88779 -0.92041 7.26735
O13 -2.61427 -2.03199 8.10905
H25 -4.28405 -0.00858 8.66312
H26 -3.73250 0.92018 7.34360
H27 -2.60945 0.60468 8.75786
H28 -2.00046 -0.58142 6.73272
H29 -3.65255 -1.12309 6.51757
H30 -2.60778 -2.81060 7.54750
C3 2.22258 5.90616 -3.79575
C4 1.60638 4.52406 -4.04781
O14 0.18545 4.57314 -3.88962
H31 1.64619 6.73861 -4.19936
H32 3.21691 5.84418 -4.23797
H33 2.36793 6.07677 -2.72904
H34 2.08845 3.68514 -3.54590
H35 1.69577 4.21341 -5.08878
H36 -0.17241 4.83384 -4.74143
C5 1.84785 -2.80778 -5.44360
C6 3.30209 -3.04499 -5.43331
O15 3.64170 -4.42669 -5.45982
H37 1.37090 -3.01969 -6.40052
H38 1.60771 -1.74485 -5.41864
H39 1.45864 -3.28543 -4.54445
H40 3.64896 -2.59492 -4.50313
H41 3.68595 -2.49515 -6.29263
H42 4.44913 -4.54236 -5.96606
C7 1.06957 0.33422 -0.28169
C8 0.11986 -0.62807 0.46398
O16 -0.15698 -0.17253 1.81315
H43 1.80976 0.73202 0.41255
H44 0.56860 1.25860 -0.56916
H45 1.59489 -0.03338 -1.16317
H46 0.73556 -1.50505 0.66382
H47 -0.81998 -0.82416 -0.05212
H48 0.43520 -0.54669 2.46960

Its multiplicity is 1. The calculated total energy comes out at -1537.30593 Eh. The calculation puts the HOMO-LUMO gap at 0.3720 Ha.

---

[5]
ORCA calculation (the ωB97M-V functional and the def2-TZVPD basis) on a 3-piece molecular cluster, C3H10O4 overall.

CARTESIAN COORDINATES (ANGSTROEM)
C1 -0.53982 -1.23515 -0.70135
O1 -1.11858 -1.18696 0.49603
O2 -1.38404 -0.97396 -1.78193
O3 0.20548 -2.37623 -0.97382
H1 -2.24063 -0.71343 -1.41875
H2 -0.20875 -2.83702 -1.71450
H3 -0.56496 -0.43483 1.06825
H4 0.27321 -0.37084 -0.66446
C2 1.65732 0.30468 -0.08866
C3 -0.40943 1.80100 1.23558
O4 0.27819 0.58542 1.37818
H5 -1.13464 1.78395 0.40890
H6 1.81423 1.36708 0.02338
H7 2.17829 -0.33172 0.61333
H8 1.87167 -0.02910 -1.10259
H9 -0.96077 2.00960 2.15918
H10 0.28321 2.63752 1.06326

Its multiplicity is 1. The calculated total energy comes out at -421.09951 Eh. The calculation puts the HOMO-LUMO gap at 0.3093 Ha.

---

[6]
ORCA calculation (the ωB97M-V functional and the def2-TZVPD basis) on one molecule with the formula C3H8N4.

CARTESIAN COORDINATES (ANGSTROEM)
C1 -0.22709 1.78426 0.06462
C2 0.47131 0.49030 -0.05081
C3 -1.64023 -0.94459 0.07553
H1 -0.78054 2.03828 -0.89729
H2 -0.84215 1.72282 1.01367
H3 0.52026 2.56607 0.34415
H4 0.28920 -1.51396 0.13898
H5 -1.84055 -1.99952 0.12771
H6 -3.45846 -0.57067 0.12307
H7 3.15549 -0.83667 -0.70784
H8 2.73402 -1.13693 0.92316
N1 -0.30277 -0.65352 0.00414
N2 -2.57354 -0.08049 -0.14159
N3 1.78665 0.43961 -0.05910
N4 2.31805 -0.88408 -0.03225

Its multiplicity is 1. The calculated total energy comes out at -338.07683 Eh. Its structure (SMILES) is [H]/N=C/N/C(C)=N\N. The calculation puts the HOMO-LUMO gap at 0.3474 Ha.